# C4H13N2O

2 unconnected molecules or ions with the total composition C4H13N2O at a distorted geometry (ωB97M-V/def2-TZVPD, OMol25).

Geometry as XYZ:
```
20
Properties=species:S:1:pos:R:3:forces:R:3:lowdin_charge:R:1
C 1.52348 -0.14096 -0.24117 0.3 -0.6 -0.4 0.050
C -0.02141 0.35235 -2.25279 -2.9 -2.7 -1.9 0.017
C -0.27418 1.54605 -0.28495 0.5 1.8 0.6 -0.008
C -0.93848 -1.48329 2.81217 -2.4 0.5 0.5 -0.178
N -0.59884 -0.72277 -0.29758 -0.9 -4.3 0.4 0.208
N 0.14204 0.27040 -0.80273 2.6 0.4 1.6 -0.485
O -0.45809 -0.47429 2.04486 0.1 0.5 0.7 -0.084
H 2.17517 0.56824 -0.66431 1.2 0.9 -0.4 0.077
H 1.57708 -0.04294 0.90259 -0.6 -0.5 -2.0 0.129
H 1.75782 -1.14848 -0.71173 -0.4 1.2 1.1 0.137
H -1.10060 0.61661 -2.36330 0.9 0.8 -0.1 0.125
H 0.65546 0.99491 -2.77243 0.4 0.4 0.1 0.114
H -0.16660 -0.66251 -2.75193 1.4 0.9 0.9 0.144
H -0.17325 1.64729 0.78519 0.5 -0.2 0.1 0.110
H 0.22454 2.31270 -0.86077 0.2 0.4 0.3 0.123
H -1.29632 1.60563 -0.49216 -1.7 0.4 -0.4 0.094
H -0.52548 -1.64480 3.81940 0.4 1.0 0.2 0.110
H -0.44068 -2.33874 2.41091 -0.3 -1.5 -0.8 0.097
H -2.10643 -1.48101 2.95477 2.2 -0.4 -0.7 0.130
H -1.53410 -0.47536 -0.10130 -1.5 1.0 0.2 0.089
```
Forces are in eV/Å.

As for the energy above the lowest of the compared OMol25 structures with the same formula, charge and spin: 189.2 kcal per mole. As for the net charge: +1. The value obtained for the total energy is -9373.380 eV. The gap between HOMO and LUMO (alpha / beta) is 9.173 / 8.932 eV. The calculation puts the highest occupied orbital energy (alpha / beta) at -14.684 / -14.158 eV.